Entry A
C3H6O2S in the gas phase. Source: the Open Molecules 2025 dataset; level of theory: ωB97M-V/def2-TZVPD.

```
! wB97M-V def2-TZVPD RIJCOSX def2/J DEFGRID3
* xyz 0 1
O -0.9529 -0.6355 2.0144
C -1.0277 0.2307 1.1879
O -2.1212 1.0243 1.0627
C 0.0979 0.6068 0.2452
C 0.4153 -0.6147 -0.6030
S 1.7841 -0.2960 -1.7507
H -2.9082 0.5476 1.3474
H -0.0437 1.5081 -0.3258
H 0.8850 0.7109 0.9735
H -0.4123 -1.0700 -1.1475
H 0.6688 -1.4703 0.0258
H 1.1811 -0.0479 -2.9186
*
```

- HOMO-LUMO gap: 10.0 eV
- Lowest unoccupied orbital energy: 0.641 eV
- Molar mass: 106.1 g mol⁻¹
- Structure (SMILES): O=C(O)CCS

---

Entry B
C3H6O2S in the gas phase. Source: the Open Molecules 2025 dataset; level of theory: ωB97M-V/def2-TZVPD.

```
! wB97M-V def2-TZVPD RIJCOSX def2/J DEFGRID3
* xyz 0 1
C 0.5407 -1.8143 0.1262
C 1.0530 0.7496 0.0421
C 0.0419 -0.2232 0.5872
O -0.1420 -4.1468 -0.7678
O -1.1378 0.0692 -0.0249
S -0.6795 -2.9228 -0.1685
H 1.6003 -2.0097 0.1012
H 0.6573 0.9639 -1.0183
H 2.0661 0.6124 0.1725
H 0.8645 1.6960 0.4865
H 0.0140 -0.2580 1.6785
H -1.6011 -0.7013 0.0625
*
```

- HOMO-LUMO gap (alpha / beta): 9.1 / 9.1 eV
- Lowest unoccupied orbital energy (alpha / beta): -0.395 / -0.396 eV
- Molar mass: 106.1 g mol⁻¹

---

Which structure is most stable, and how do the rest compare? From most to least stable: entry A, entry B.

---

Entry A
C3H6O2S in the gas phase. Source: the Open Molecules 2025 dataset; level of theory: ωB97M-V/def2-TZVPD.

```
! wB97M-V def2-TZVPD RIJCOSX def2/J DEFGRID3
* xyz 0 1
C -0.3826 -1.2277 0.1318
O 0.8971 -0.9769 0.6765
C 1.0802 0.4142 0.9850
S 0.8493 1.5653 -0.4571
C -0.6341 0.6961 -1.1665
O -0.4822 -0.7281 -1.2567
H -0.4623 -2.3150 0.0526
H -1.1998 -0.7808 0.6362
H 2.1135 0.5069 1.3423
H 0.3982 0.6937 1.7784
H -1.5106 1.0394 -0.5658
H -0.6668 1.1129 -2.1567
*
```

- HOMO-LUMO gap: 10.0 eV
- Lowest unoccupied orbital energy: 0.915 eV
- Molar mass: 106.1 g mol⁻¹
- Structure (SMILES): C1OCSCO1

---

Entry B
C3H6O2S in the gas phase. Source: the Open Molecules 2025 dataset; level of theory: ωB97M-V/def2-TZVPD.

```
! wB97M-V def2-TZVPD RIJCOSX def2/J DEFGRID3
* xyz 0 1
C -1.1066 0.7897 0.4139
C -0.1821 -0.3762 0.5418
C 0.1432 -0.8870 -0.9472
S 1.4360 -0.0264 -0.0788
O 2.4983 -0.8389 0.4910
O 1.6004 1.3502 -0.4880
H -1.9966 0.5029 0.0189
H -0.5391 1.5152 -0.0527
H -1.3345 1.2932 1.3515
H -0.0895 -1.0527 1.6459
H -0.0242 -1.9958 -1.1866
H -0.4052 -0.2742 -1.7098
*
```

- HOMO-LUMO gap: 10.9 eV
- Lowest unoccupied orbital energy: 0.727 eV
- Molar mass: 106.1 g mol⁻¹
- Structure (SMILES): C[C@H]1CS1(=O)=O

---

Entry C
C3H6O2S in the gas phase. Source: the Open Molecules 2025 dataset; level of theory: ωB97M-V/def2-TZVPD.

```
! wB97M-V def2-TZVPD RIJCOSX def2/J DEFGRID3
* xyz 0 1
C 1.5915 0.0059 0.1091
O 0.9406 1.1751 -0.3104
C -0.3189 1.3181 0.3086
S -1.4606 -0.0082 -0.1841
C -0.3109 -1.3197 0.3038
O 0.9570 -1.1647 -0.3062
H 2.5822 0.0179 -0.4021
H 1.6854 0.0041 1.2155
H -0.7610 2.2880 -0.0031
H -0.1965 1.3087 1.3745
H -0.1981 -1.3397 1.4076
H -0.6944 -2.2557 -0.0437
*
```

- HOMO-LUMO gap: 10.1 eV
- Lowest unoccupied orbital energy: 0.924 eV
- Molar mass: 106.1 g mol⁻¹
- Structure (SMILES): C1OCSCO1

---

Which structure is most stable, and how do the rest compare? From most to least stable: entry C, entry A, entry B.

---

Entry A
C7H15N in the gas phase. Source: the Open Molecules 2025 dataset; level of theory: ωB97M-V/def2-TZVPD.

```
! wB97M-V def2-TZVPD RIJCOSX def2/J DEFGRID3
* xyz 0 1
C -0.3240 -0.6408 3.0295
C -0.1907 -0.3984 1.5320
C -0.4824 0.7475 0.9207
C -1.0014 2.0106 1.4956
C -0.5319 0.7076 -0.6070
C 0.6409 0.0735 -1.3682
C 0.4213 -0.9688 -2.4800
N 1.6697 -1.7010 -2.6739
H -0.0674 0.2508 3.5946
H -1.3268 -1.0203 3.2360
H 0.3436 -1.4541 3.3170
H 0.0335 -1.3022 0.9806
H -1.2154 1.9555 2.5676
H -1.9539 2.1775 0.9930
H -0.2549 2.8017 1.4054
H -0.7258 1.6590 -1.1163
H -1.4496 0.1664 -0.8919
H 1.3892 0.7970 -1.7037
H 1.1735 -0.5460 -0.6349
H 0.1634 -0.4231 -3.3905
H -0.4157 -1.5937 -2.1650
H 2.4363 -1.0760 -2.5055
H 1.6686 -2.2230 -3.5352
*
```

- HOMO-LUMO gap: 9.9 eV
- Lowest unoccupied orbital energy: 1.112 eV
- Molar mass: 113.2 g mol⁻¹
- Structure (SMILES): C/C=C(\C)CCCN

---

Entry B
C7H15N in the gas phase. Source: the Open Molecules 2025 dataset; level of theory: ωB97M-V/def2-TZVPD.

```
! wB97M-V def2-TZVPD RIJCOSX def2/J DEFGRID3
* xyz 0 1
C 1.9135 2.5258 -1.7407
C 1.8082 1.2770 -0.8413
C 0.7651 1.4347 0.2998
C -0.5776 0.8376 -0.0866
C -0.5764 -0.6725 -0.3059
C -1.0633 -1.5400 0.5755
C -0.9559 -3.0225 0.2895
N -1.6507 -1.2577 1.8398
H 1.5412 3.4092 -1.2268
H 1.4395 2.3764 -2.7049
H 2.9591 2.6686 -2.0265
H 1.5677 0.4039 -1.4406
H 2.7773 1.1316 -0.3896
H 1.1876 0.9291 1.1641
H 0.6340 2.4947 0.5265
H -1.4428 1.0576 0.5394
H -0.9443 1.3149 -1.0082
H -0.1968 -1.0157 -1.2554
H -1.7398 -3.5794 0.7989
H -1.0116 -3.2917 -0.7676
H 0.0139 -3.3826 0.6646
H -2.1329 -0.3673 1.7841
H -0.9594 -1.1588 2.5761
*
```

- HOMO-LUMO gap: 9.7 eV
- Lowest unoccupied orbital energy: 1.030 eV
- Molar mass: 113.2 g mol⁻¹
- Structure (SMILES): CCCC/C=C(/C)N

---

Which structure is most stable, and how do the rest compare? From most to least stable: entry B, entry A.

---

Entry A
3 unconnected molecules or ions with the total composition C7H15N. Source: the Open Molecules 2025 dataset; level of theory: ωB97M-V/def2-TZVPD.

```
! wB97M-V def2-TZVPD RIJCOSX def2/J DEFGRID3
* xyz 0 1
C 2.4869 -0.3173 0.2240
C 0.1219 0.5283 0.8856
C 0.1249 0.3827 -0.4437
C 3.0958 0.2033 -1.0363
C -3.4809 1.3037 0.0684
C -2.4179 0.2695 0.1830
N 2.3649 -1.6909 0.3408
C -2.5923 -1.0325 0.3111
H 2.7560 0.1809 1.1466
H 1.9357 -2.0372 1.1870
H 2.0296 -2.1807 -0.4787
H 0.1864 1.5063 1.3429
H 0.0176 -0.3226 1.5448
H 0.0224 -0.5897 -0.9054
H 0.1917 1.2391 -1.1005
H 2.5871 -0.1882 -1.9231
H 3.0420 1.2915 -1.0725
H 4.1544 -0.0863 -1.1196
H -3.4078 2.0364 0.8786
H -4.5001 0.8770 0.0966
H -3.3849 1.8675 -0.8652
H -1.7530 -1.7304 0.3917
H -3.5803 -1.5105 0.3438
*
```

- HOMO-LUMO gap (alpha / beta): 8.2 / 6.3 eV
- Lowest unoccupied orbital energy (alpha / beta): 0.959 / 0.688 eV
- Molar mass: 113.2 g mol⁻¹

---

Entry B
3 unconnected molecules or ions with the total composition C7H15N. Source: the Open Molecules 2025 dataset; level of theory: ωB97M-V/def2-TZVPD.

```
! wB97M-V def2-TZVPD RIJCOSX def2/J DEFGRID3
* xyz 0 1
C -3.6469 1.0102 -1.1904
C -2.7782 0.4141 -0.3916
N 1.9960 0.5405 0.7013
C 2.6204 -0.7255 0.4956
C 1.5802 -1.7909 0.9175
C 0.2643 -1.1290 0.5212
C 0.6058 0.3835 0.6285
C 0.0195 1.2429 -0.4585
H -3.7439 2.0965 -1.2678
H -4.5047 0.5330 -1.6780
H -2.6033 0.2987 -3.5995
H -2.3773 -0.5013 -0.8337
H -2.1240 0.7289 -3.2384
H 3.5176 -0.8460 1.0872
H 2.6680 -0.8353 -0.5971
H 1.7628 -2.7742 0.4753
H 1.6017 -2.0136 1.9737
H 0.0172 -1.4109 -0.5004
H -0.5255 -1.3623 1.2273
H 0.2899 0.7112 1.6402
H -1.0900 1.0376 -0.4999
H 0.4594 1.0109 -1.4298
H 0.2261 2.3036 -0.3218
*
```

- HOMO-LUMO gap: 4.0 eV
- Lowest unoccupied orbital energy: -2.447 eV
- Molar mass: 113.2 g mol⁻¹

---

Which structure is most stable, and how do the rest compare? From most to least stable: entry A, entry B.

---

Entry A
2 unconnected molecules or ions with the total composition C3H12N2S. Source: the Open Molecules 2025 dataset; level of theory: ωB97M-V/def2-TZVPD.

```
! wB97M-V def2-TZVPD RIJCOSX def2/J DEFGRID3
* xyz 0 1
C 2.6946 1.5375 1.0678
S 2.5012 3.2347 1.6189
C 2.0867 4.3889 0.1217
H 3.1331 1.3929 -0.0522
H 1.7428 1.0621 1.2216
H 3.4938 0.9878 1.5325
H 2.1509 5.3850 0.6003
H 2.8888 4.0552 -0.5917
H 1.1426 4.1152 -0.3692
N -2.9533 -4.0401 -0.6626
C -2.6847 -2.6205 -0.7555
N -1.4885 -2.1203 -0.0267
H -3.6228 -4.5030 -1.3696
H -2.9832 -4.4473 0.3333
H -2.5795 -2.3659 -1.8041
H -3.6435 -2.0691 -0.3669
H -0.7639 -2.7630 -0.1115
H -1.1150 -1.2302 -0.3860
*
```

- HOMO-LUMO gap: 9.3 eV
- Lowest unoccupied orbital energy: 0.864 eV
- Molar mass: 108.2 g mol⁻¹
- Structure (SMILES): CSC.NCN

---

Entry B
2 unconnected molecules or ions with the total composition C3H12N2S. Source: the Open Molecules 2025 dataset; level of theory: ωB97M-V/def2-TZVPD.

```
! wB97M-V def2-TZVPD RIJCOSX def2/J DEFGRID3
* xyz 0 1
C -1.0856 -1.7514 -2.7957
S -0.5566 -0.4752 -1.6503
C -1.9227 0.6704 -1.9866
H -1.1491 -2.7553 -2.4090
H -0.4555 -1.7140 -3.7616
H -2.0531 -1.3988 -3.0726
H -2.8887 -0.0924 -2.0622
H -2.3127 1.4426 -1.2612
H -1.5934 1.3824 -2.8244
N 1.1848 1.5434 2.2840
C 1.2037 0.1111 2.1815
N 2.5114 -0.4810 2.6129
H 1.5300 2.1044 3.0845
H 0.2082 1.9263 2.1004
H 0.2743 -0.2215 2.5094
H 1.2205 -0.3241 1.1766
H 3.2260 0.2413 2.2464
H 2.6583 -0.2083 3.6280
*
```

- HOMO-LUMO gap: 9.5 eV
- Lowest unoccupied orbital energy: 0.936 eV
- Molar mass: 108.2 g mol⁻¹
- Structure (SMILES): CSC.NCN

---

Which structure is most stable, and how do the rest compare? From most to least stable: entry A, entry B.

---

Entry A
C2H5N3O in the gas phase. Source: the Open Molecules 2025 dataset; level of theory: ωB97M-V/def2-TZVPD.

```
! wB97M-V def2-TZVPD RIJCOSX def2/J DEFGRID3
* xyz 0 1
C -1.6321 -0.1558 0.2233
N -0.9059 0.5046 -0.6345
C 0.4035 0.3101 -0.3317
N 1.3605 0.2626 -1.3064
N 0.6906 0.5411 0.9235
O 0.7787 -0.4655 1.8776
H -1.5128 -1.2288 0.3765
H -2.6578 0.1659 0.3776
H 1.0867 0.6787 -2.1833
H 2.2881 0.5248 -1.0080
H 0.1005 -1.1377 1.6854
*
```

- HOMO-LUMO gap (alpha / beta): 8.5 / 6.7 eV
- Lowest unoccupied orbital energy (alpha / beta): -0.330 / -0.389 eV
- Molar mass: 87.1 g mol⁻¹
- Structure (SMILES): C=N/C(N)=N/O

---

Entry B
C2H5N3O in the gas phase. Source: the Open Molecules 2025 dataset; level of theory: ωB97M-V/def2-TZVPD.

```
! wB97M-V def2-TZVPD RIJCOSX def2/J DEFGRID3
* xyz 0 1
H 0.7087 0.5101 -2.5098
N 0.4673 -0.4170 -2.1765
C 0.3370 -0.4557 -0.9160
N -0.0175 -1.6165 -0.2725
N 0.5791 0.6437 -0.0803
C -0.1007 1.1658 0.7984
O 0.1414 2.0369 1.7261
H -0.0621 -2.4300 -0.8660
H -0.1330 -1.6266 0.7266
H -1.1224 0.5750 1.3803
H -0.7978 1.6142 2.1897
*
```

- HOMO-LUMO gap: 9.3 eV
- Lowest unoccupied orbital energy: 0.110 eV
- Molar mass: 87.1 g mol⁻¹
- Structure (SMILES): [H]/N=C(N)\N=C\O

---

Which structure is most stable, and how do the rest compare? From most to least stable: entry B, entry A.